Below is C12H24FO12Tl as an isolated structure in a non-equilibrium geometry, with properties calculated with ωB97M-V/def2-TZVPD.

The HOMO-LUMO gap is 1.3 eV. The net charge is +2. The calculation puts the LUMO energy at -13.148 eV.

Geometry (Å):
Tl: -2.415 -3.884 1.185
F: 0.141 0.181 0.161
C: 2.858 -3.878 -3.766
O: 2.699 -5.149 -4.372
C: 1.723 -6.042 -4.081
O: 0.805 -5.766 -3.348
O: 1.901 -7.035 -4.928
C: 0.975 -8.081 -4.978
H: 2.610 -3.809 -2.707
H: 2.499 -3.051 -4.378
H: 3.914 -3.628 -3.657
H: 1.457 -8.765 -5.677
H: 0.032 -7.797 -5.447
H: 0.772 -8.641 -4.066
C: -5.023 2.834 0.963
O: -6.280 2.700 1.513
C: -6.742 1.571 1.989
O: -6.248 0.440 1.820
O: -7.928 1.904 2.641
C: -8.566 0.965 3.368
H: -4.694 2.048 0.284
H: -4.291 2.739 1.766
H: -4.858 3.807 0.500
H: -9.446 1.312 3.911
H: -7.871 0.476 4.051
H: -8.862 0.162 2.692
C: 6.042 5.572 -8.148
O: 5.068 5.503 -7.078
C: 5.333 4.935 -5.949
O: 6.355 4.242 -5.792
O: 4.326 5.193 -5.014
C: 4.464 4.578 -3.766
H: 5.636 5.910 -9.102
H: 6.434 4.570 -8.322
H: 6.883 6.209 -7.876
H: 4.695 5.343 -3.025
H: 5.142 3.724 -3.766
H: 3.626 3.938 -3.491
C: 1.812 -0.881 8.023
O: 0.932 -0.883 6.925
C: -0.440 -0.467 7.043
O: -1.207 -0.346 6.090
O: -0.748 -0.256 8.305
C: -2.090 0.013 8.567
H: 1.470 -1.647 8.719
H: 1.713 0.083 8.523
H: 2.854 -1.166 7.877
H: -2.305 -0.219 9.610
H: -2.787 -0.575 7.970
H: -2.371 1.014 8.239